The following is a DFT calculation (ωB97M-V with the def2-TZVPD basis set) of 13 unconnected molecules or ions with the total composition C17H55BClF3IO13 in a non-equilibrium geometry.

Geometry as XYZ:
```
91
Properties=species:S:1:pos:R:3
O -2.16 0.94 4.08
C -2.50 0.89 2.87
Cl -1.58 1.89 1.65
C -3.71 -0.11 2.50
B -2.97 -1.58 2.24
I -4.45 -3.25 2.51
C -2.36 -1.64 0.71
C -0.74 -1.57 0.64
C -0.01 -2.82 1.30
F 0.10 -2.77 2.70
F 1.35 -2.80 0.81
F -0.53 -4.08 0.91
H -4.34 -0.17 3.45
H -4.30 0.23 1.59
H -2.11 -1.66 3.05
H -2.79 -2.50 0.07
H -2.72 -0.68 0.18
H -0.33 -0.56 0.98
H -0.49 -1.63 -0.49
C 1.12 0.85 -1.91
O -0.13 0.19 -1.84
H 1.62 0.76 -0.94
H 1.74 0.39 -2.68
H 0.97 1.91 -2.13
H -0.55 0.29 -2.70
C -8.61 -5.08 3.05
O -7.45 -4.81 3.84
H -8.31 -5.68 2.19
H -9.34 -5.64 3.65
H -9.05 -4.14 2.71
H -7.74 -4.28 4.59
C 4.83 0.05 -3.53
O 3.61 -0.66 -3.55
H 4.64 1.09 -3.79
H 5.27 0.00 -2.53
H 5.52 -0.38 -4.26
H 3.80 -1.57 -3.31
C -0.03 4.57 -2.48
O -1.27 3.87 -2.48
H -0.21 5.61 -2.76
H 0.41 4.54 -1.48
H 0.65 4.12 -3.21
H -1.07 2.96 -2.23
C 3.81 4.12 -3.95
O 2.58 3.42 -3.94
H 3.63 5.16 -4.23
H 4.26 4.10 -2.95
H 4.50 3.67 -4.67
H 2.77 2.51 -3.69
C -4.70 4.98 -0.90
O -3.78 4.16 -0.21
H -5.59 5.11 -0.28
H -4.25 5.96 -1.10
H -4.99 4.50 -1.84
H -3.00 4.06 -0.78
C 4.07 2.01 1.34
O 3.02 2.71 0.69
H 5.03 2.41 0.99
H 3.99 2.14 2.42
H 4.01 0.95 1.09
H 2.19 2.34 1.01
C 3.12 3.76 4.66
O 4.34 4.10 5.30
H 2.95 2.69 4.76
H 2.30 4.30 5.13
H 3.18 4.01 3.60
H 4.47 5.05 5.19
C 0.26 8.75 -3.42
O 0.86 7.57 -2.90
H -0.82 8.69 -3.28
H 0.64 9.62 -2.88
H 0.48 8.84 -4.48
H 1.81 7.65 -3.03
C -6.45 -5.71 -0.36
O -7.68 -6.42 -0.37
H -6.64 -4.67 -0.63
H -6.01 -5.75 0.63
H -5.77 -6.15 -1.10
H -7.49 -7.33 -0.14
C 2.53 -6.12 -0.63
O 3.69 -5.86 0.15
H 2.82 -6.72 -1.50
H 1.80 -6.67 -0.04
H 2.10 -5.18 -0.97
H 3.40 -5.33 0.91
C 6.78 -6.97 2.19
O 5.53 -7.62 2.26
H 7.28 -7.07 3.16
H 7.40 -7.43 1.42
H 6.64 -5.91 1.97
H 5.11 -7.52 1.40
```

- charge = -1
- 2S+1 = 1
- HOMO energy (eV) = -4.90
- strongest force on any atom (eV/A) = 5.42

Mulliken atomic charge list, values in e, 5 entries: O -0.5211; C 0.4748; Cl -0.1500; C -0.5812; B 0.0360

The following is a DFT calculation (ωB97M-V with the def2-TZVPD basis set) of 11 unconnected molecules or ions with the total composition C17H56N10O11 in a non-equilibrium geometry.

Geometry as XYZ:
```
94
Properties=species:S:1:pos:R:3
C -20.85 -3.58 -13.08
O -21.08 -3.84 -11.89
N -21.88 -3.38 -13.98
N -19.59 -3.49 -13.54
H -21.68 -2.67 -14.67
H -22.84 -3.59 -13.57
H -18.80 -3.48 -12.91
H -19.44 -3.31 -14.55
C -14.79 0.32 -8.52
O -15.11 0.50 -7.35
N -15.35 1.07 -9.50
N -13.95 -0.73 -8.87
H -15.71 1.94 -9.23
H -15.21 0.86 -10.50
H -13.65 -0.84 -9.80
H -13.29 -0.93 -8.13
C -17.80 -3.60 -10.13
O -17.51 -3.66 -11.32
N -16.88 -3.06 -9.20
N -18.98 -3.95 -9.63
H -17.07 -2.74 -8.27
H -16.13 -2.47 -9.66
H -19.25 -3.77 -8.66
H -19.75 -4.04 -10.27
C -18.85 0.20 -10.62
O -18.08 0.91 -11.31
N -18.49 -0.27 -9.37
N -19.98 -0.28 -11.10
H -19.21 -0.68 -8.72
H -17.69 0.16 -8.99
H -20.18 -0.08 -12.08
H -20.42 -1.09 -10.66
C -17.68 -1.16 -14.70
O -18.51 -0.70 -15.50
N -17.44 -0.49 -13.46
N -17.04 -2.28 -14.98
H -18.05 0.23 -13.07
H -16.69 -0.92 -12.92
H -16.34 -2.51 -14.23
H -16.61 -2.18 -15.88
C -19.83 2.80 -15.52
C -20.58 2.11 -14.36
O -20.09 0.81 -13.88
H -18.88 3.18 -15.19
H -20.47 3.61 -15.88
H -19.68 2.06 -16.31
H -21.56 1.88 -14.82
H -20.74 2.74 -13.53
H -19.72 0.32 -14.62
C -18.41 4.34 -8.63
C -18.04 3.93 -10.02
O -16.96 3.04 -9.93
H -18.41 3.44 -8.02
H -19.34 4.85 -8.61
H -17.67 4.99 -8.16
H -17.76 4.75 -10.65
H -18.86 3.38 -10.51
H -17.03 2.62 -10.80
C -16.60 0.90 -3.92
C -16.95 -0.47 -4.31
O -17.18 -0.49 -5.76
H -15.67 1.13 -4.42
H -16.32 0.97 -2.87
H -17.39 1.64 -4.17
H -17.92 -0.75 -3.82
H -16.13 -1.18 -4.12
H -16.52 0.00 -6.24
C -13.46 -2.69 -13.26
C -14.37 -3.09 -12.08
O -15.44 -2.15 -11.91
H -12.92 -1.77 -13.01
H -14.04 -2.62 -14.17
H -12.69 -3.49 -13.38
H -13.87 -3.06 -11.12
H -14.82 -4.11 -12.19
H -16.27 -2.65 -11.84
C -14.82 3.51 -13.19
C -14.37 2.14 -13.60
O -14.82 1.07 -12.77
H -15.88 3.87 -13.21
H -14.26 4.29 -13.82
H -14.54 3.67 -12.15
H -13.23 2.12 -13.56
H -14.67 1.96 -14.63
H -15.64 0.71 -13.13
C -21.85 -0.69 -6.96
C -20.75 -1.30 -6.05
O -19.58 -1.47 -6.91
H -21.36 0.06 -7.63
H -22.72 -0.31 -6.42
H -22.29 -1.50 -7.63
H -20.87 -2.29 -5.73
H -20.56 -0.64 -5.19
H -18.72 -1.16 -6.50
```

- energy relative to the best compared isomer or geometry (same formula, charge and spin) (kcal/mol) = 0.00
- 2S+1 = 1
- HOMO energy (eV) = -9.45
- structure (SMILES) = NC(N)=O.NC(N)=O.NC(N)=O.NC(N)=O.NC(N)=O.CCO.CCO.CCO.CCO.CCO.CCO
- strongest force on any atom (eV/A) = 5.58

Mulliken atomic charge list, values in e, 5 entries: C 0.5849; O -0.7318; N -0.5196; N -0.1339; H 0.2279

The following is a DFT calculation (ωB97M-V with the def2-TZVPD basis set) of 11 unconnected molecules or ions with the total composition C17H56N6O11 in a non-equilibrium geometry.

Geometry as XYZ:
```
90
Properties=species:S:1:pos:R:3
C -21.69 -22.48 -19.53
O -20.46 -22.80 -20.14
H -21.48 -21.77 -18.73
H -22.18 -23.38 -19.12
H -22.37 -21.94 -20.19
H -19.75 -22.72 -19.53
C -22.66 -17.82 -19.61
O -22.93 -19.13 -19.92
H -23.01 -17.75 -18.57
H -23.14 -17.16 -20.25
H -21.61 -17.53 -19.70
H -23.68 -19.36 -19.40
C -26.29 -22.24 -12.39
O -24.91 -22.52 -12.07
H -26.47 -22.28 -13.46
H -26.48 -21.21 -12.08
H -27.05 -22.88 -11.94
H -24.38 -21.77 -12.40
C -25.74 -18.74 -18.20
O -25.13 -19.99 -18.32
H -25.03 -18.03 -17.82
H -26.60 -18.87 -17.46
H -26.29 -18.36 -19.08
H -25.55 -20.55 -17.68
C -27.99 -19.98 -14.00
O -27.81 -20.45 -15.33
H -28.25 -20.76 -13.28
H -28.79 -19.24 -13.95
H -27.05 -19.44 -13.67
H -27.05 -20.96 -15.38
C -22.95 -25.80 -10.46
O -22.85 -27.16 -10.52
N -22.27 -25.08 -9.57
N -23.67 -25.12 -11.36
H -21.70 -25.64 -8.93
H -22.42 -24.08 -9.39
H -24.23 -25.70 -11.98
H -23.94 -24.14 -11.36
C -22.61 -20.56 -12.04
O -22.54 -19.58 -11.10
N -21.82 -21.62 -12.07
N -23.51 -20.48 -13.02
H -21.35 -21.83 -11.18
H -21.83 -22.43 -12.68
H -24.13 -19.69 -13.27
H -23.46 -21.22 -13.80
C -24.17 -22.00 -15.70
O -25.48 -21.83 -15.94
N -23.20 -21.56 -16.46
N -23.71 -22.59 -14.67
H -23.46 -21.00 -17.29
H -22.33 -21.22 -15.98
H -24.40 -23.04 -14.06
H -22.75 -22.90 -14.58
C -21.86 -25.42 -13.99
C -20.97 -24.34 -14.65
C -21.13 -24.39 -16.16
O -21.11 -23.16 -14.26
H -21.49 -25.40 -12.94
H -21.66 -26.38 -14.40
H -22.96 -25.19 -14.06
H -20.01 -24.56 -14.34
H -21.82 -23.62 -16.55
H -21.47 -25.27 -16.61
H -20.19 -24.21 -16.65
H -20.38 -22.60 -14.63
C -19.42 -21.22 -17.04
C -20.22 -20.16 -16.30
C -20.93 -19.14 -17.20
O -20.98 -20.51 -15.40
H -18.66 -21.63 -16.42
H -18.96 -20.79 -17.93
H -20.12 -22.06 -17.26
H -19.51 -19.54 -15.74
H -21.80 -19.60 -17.61
H -20.35 -18.73 -18.03
H -21.18 -18.24 -16.64
H -20.56 -20.32 -14.54
C -25.62 -16.92 -15.30
C -24.96 -18.20 -14.76
C -23.46 -18.11 -15.32
O -24.83 -18.32 -13.55
H -24.90 -16.26 -15.78
H -26.06 -16.30 -14.50
H -26.42 -17.22 -15.93
H -25.32 -19.13 -15.18
H -23.52 -18.32 -16.39
H -22.89 -18.92 -14.80
H -23.03 -17.12 -15.18
H -24.41 -17.51 -13.24
```

- energy relative to the best compared isomer or geometry (same formula, charge and spin) (kcal/mol) = 164.84
- 2S+1 = 1
- HOMO energy (eV) = -9.31
- structure (SMILES) = NC(N)=O.NC(N)=O.NC(N)=O.CC(C)O.CC(C)O.CC(C)O.CO.CO.CO.CO.CO
- strongest force on any atom (eV/A) = 12.11

Mulliken atomic charge list, values in e, 5 entries: C -0.0054; O -0.5671; H -0.2243; H 0.2109; H 0.3499

| no. | gap between HOMO and LUMO (eV) |
| --- | --- |
| 1 | 6.69 |
| 2 | 10.12 |
| 3 | 8.99 |